This record from the OMol25 dataset describes a cluster of 2 separate species, C28H51ClFN5O4P in total at a distorted geometry. The level of theory is the ωB97M-V functional and the def2-TZVPD basis.

Calculated values
HOMO   -11.36 eV
Frontier orbital gap   8.835 eV
Net charge   +1
Multiplicity   1
Electronic energy   -70028.245 eV

Each line ends with the Mulliken charge.
Positions of all 91 atoms, in Å:
1 C -1.305 -5.079 3.535  -1.382
2 C -0.252 -4.138 2.912  -0.490
3 C -0.929 -2.932 2.288  0.012
4 Cl -1.916 -2.136 3.556  -0.144
5 N -0.015 -1.948 1.725  0.938
6 C 1.402 -1.991 2.083  -1.190
7 C 2.256 -3.102 1.416  -0.311
8 C 2.005 -3.490 -0.009  0.266
9 O 0.990 -3.281 -0.623  -0.562
10 N 3.050 -4.293 -0.581  -0.217
11 C 4.101 -3.619 -1.282  0.382
12 C 5.146 -3.010 -0.622  -0.081
13 C 6.127 -2.347 -1.330  -0.756
14 C 6.085 -2.270 -2.706  -0.544
15 C 5.052 -2.907 -3.371  -0.705
16 C 4.067 -3.565 -2.666  -0.448
17 C -0.543 -1.013 0.942  -1.363
18 N -1.849 -1.071 0.658  0.256
19 C -2.367 0.034 -0.159  -0.452
20 C -3.818 -0.156 -0.520  -1.705
21 C -1.441 0.156 -1.380  0.457
22 C -1.368 -1.136 -2.213  -0.873
23 C -1.746 -0.919 -3.688  -1.259
24 C -3.227 -0.693 -3.881  -0.106
25 F -3.523 -0.763 -5.218  -0.336
26 C -0.137 0.681 -0.766  -1.096
27 P 1.364 0.759 -1.840  0.575
28 N 1.787 2.242 -2.028  -0.793
29 O 1.132 0.044 -3.244  -0.397
30 O 2.484 0.006 -1.019  -0.448
31 N 0.242 0.043 0.534  1.276
32 C 0.197 1.037 1.687  -0.240
33 C 1.488 1.830 1.890  -0.939
34 C 1.287 3.342 2.019  0.424
35 C 1.295 4.077 0.691  -1.437
36 C 0.054 3.731 2.833  -1.530
37 H -1.276 -4.966 4.608  0.327
38 H -2.301 -4.898 3.154  0.365
39 H -1.065 -6.110 3.318  0.415
40 H 0.437 -3.856 3.693  0.402
41 H 0.236 -4.713 2.136  0.121
42 H -1.565 -3.335 1.516  0.597
43 H 1.882 -1.042 1.939  0.239
44 H 1.475 -2.159 3.149  0.415
45 H 3.296 -2.811 1.481  0.261
46 H 2.179 -4.017 1.992  0.368
47 H 2.607 -4.973 -1.183  0.433
48 H 5.211 -3.033 0.451  0.511
49 H 6.936 -1.854 -0.821  0.418
50 H 6.842 -1.736 -3.247  0.452
51 H 5.031 -2.850 -4.449  0.410
52 H 3.249 -4.046 -3.182  0.351
53 H -2.136 -1.942 0.223  0.523
54 H -2.292 0.971 0.379  -0.177
55 H -3.973 -1.136 -0.959  0.342
56 H -4.478 0.007 0.319  0.436
57 H -4.088 0.560 -1.283  0.366
58 H -1.854 0.958 -1.983  1.634
59 H -0.363 -1.527 -2.230  0.244
60 H -2.046 -1.906 -1.861  0.696
61 H -1.541 -1.866 -4.175  0.539
62 H -1.174 -0.120 -4.135  0.305
63 H -3.484 0.305 -3.534  0.201
64 H -3.814 -1.420 -3.333  0.211
65 H -0.319 1.724 -0.549  0.013
66 H 1.814 2.478 -3.010  0.198
67 H 1.935 -0.429 -3.507  0.340
68 H 3.169 0.657 -0.825  0.290
69 H 0.063 0.427 2.572  0.634
70 H -0.682 1.666 1.625  0.041
71 H 2.221 1.632 1.116  0.186
72 H 1.949 1.494 2.813  0.497
73 H 2.153 3.721 2.555  0.413
74 H 1.197 5.143 0.844  0.509
75 H 2.266 3.927 0.233  0.391
76 H 0.563 3.697 -0.013  0.112
77 H 0.150 4.778 3.087  0.481
78 H -0.092 3.149 3.736  0.342
79 H -0.811 3.679 2.180  0.285
80 C -3.910 6.542 0.064  -1.512
81 C -3.169 5.298 0.527  0.605
82 C -3.969 4.035 0.232  -1.153
83 O -2.889 5.382 1.924  -0.534
84 H -4.863 6.636 0.591  0.360
85 H -3.327 7.435 0.284  0.379
86 H -4.109 6.511 -1.008  0.368
87 H -2.200 5.241 0.027  0.231
88 H -4.923 4.053 0.763  0.382
89 H -3.424 3.150 0.573  0.227
90 H -4.170 3.933 -0.836  0.391
91 H -3.728 5.436 2.395  0.338

=====

This record from the OMol25 dataset describes a cluster of 2 separate species, C5H11NO3S2 in total at a distorted geometry. The level of theory is the ωB97M-V functional and the def2-TZVPD basis.

Calculated values
HOMO (alpha / beta)   -9.34 / -8.82 eV
Frontier orbital gap (alpha / beta)   7.716 / 8.372 eV
Multiplicity   1
Electronic energy   -34660.340 eV

Each line ends with the Mulliken charge.
Positions of all 22 atoms, in Å:
1 C 0.642 -0.806 -1.174  0.778
2 C 0.873 -0.748 2.338  -1.016
3 C -0.049 2.594 -0.936  -1.083
4 C -2.165 -1.816 0.207  -1.064
5 C -0.106 0.137 -0.310  -0.297
6 N 1.833 -0.308 -1.479  -0.370
7 O 0.259 -1.806 -1.780  -0.674
8 O 1.971 1.479 0.284  -0.696
9 O -2.207 0.727 1.051  -0.626
10 S 0.507 1.565 0.482  0.531
11 S -1.906 0.005 -0.181  0.587
12 H 1.784 -1.093 1.914  0.364
13 H 1.094 0.028 3.015  0.408
14 H 0.175 -1.536 2.469  0.332
15 H -0.419 1.986 -1.685  0.388
16 H 0.700 3.180 -1.329  0.432
17 H -0.926 3.173 -0.611  0.377
18 H -1.941 -2.184 1.127  0.328
19 H -1.631 -2.330 -0.504  0.379
20 H -3.187 -1.879 -0.006  0.407
21 H 2.278 0.454 -0.769  0.317
22 H 2.421 -0.822 -2.124  0.201